Molecular formula: C35H40MgN4P2
Method: DFT, wB97M-V/def2-TZVPD

Structure (XYZ):
```
82
Properties=species:S:1:pos:R:3
N 2.892 0.630 -0.900
H 0.183 3.764 -3.517
C 0.584 -0.468 5.473
C -4.682 -2.685 2.296
C 0.631 -1.173 -1.036
H -0.339 -2.884 -0.152
H 5.363 -2.480 2.474
H 4.470 -4.354 0.707
C -0.751 -0.125 3.523
H 3.696 -0.313 2.193
H -5.445 -2.841 3.045
C 4.626 1.239 -2.216
N -2.735 -2.128 1.302
C 2.962 2.037 -0.900
H 1.941 0.002 -3.070
C -1.010 -0.558 -4.541
C 4.026 2.420 -1.696
C -1.676 0.417 6.929
H 0.676 0.330 -5.626
H 1.295 -1.883 -1.533
H 1.271 3.139 -4.738
C -0.545 0.090 4.859
C 0.438 2.852 -4.074
H -3.212 -0.705 -1.374
H 2.467 2.508 1.671
H -3.867 1.781 -2.197
C -4.764 -3.034 0.909
H -2.306 1.336 5.025
H -1.085 -1.501 -3.968
C 2.973 -2.806 0.188
C 3.718 -1.263 1.669
H 2.235 2.647 -0.348
H -2.530 0.780 7.493
H 1.049 2.202 -2.105
C -1.586 0.712 5.570
H -1.368 -0.827 -5.566
C -3.305 1.546 -1.305
H 1.248 -1.381 7.302
C 0.505 -0.179 -4.655
C -3.554 -2.676 0.333
H 1.469 -0.731 4.874
H -5.598 -3.451 0.371
H -3.188 -2.771 -0.672
H -2.486 2.471 -3.559
C -0.634 -1.875 -0.484
C -0.671 -0.376 7.513
C -3.414 -2.145 2.523
C 4.530 -2.384 1.790
C -1.985 1.713 0.566
Mg 0.044 2.030 -0.249
H -0.456 1.845 -5.780
N 2.764 -1.510 0.671
C -1.784 1.772 -4.008
H 0.324 -0.492 -1.846
H 4.090 -0.907 -1.825
H -0.816 -0.679 8.546
P 1.649 -0.254 0.144
H 0.957 2.652 2.495
C 0.810 1.806 -3.101
P -1.470 -1.103 0.906
C -1.909 0.448 -3.866
C -2.923 0.265 -0.969
C 3.935 0.150 -1.696
H -1.960 1.822 1.648
H -2.820 -0.005 -3.450
C -2.743 2.448 -0.383
C 1.097 0.567 -3.482
C 4.062 -3.364 0.854
C -0.766 2.438 -4.905
N -2.093 0.328 0.130
H -2.883 3.522 -0.372
H 1.676 1.072 2.423
H 4.306 3.451 -1.857
H -2.942 -1.761 3.415
H 1.020 -1.162 -4.727
H 5.490 1.217 -2.854
C 0.475 -0.785 6.824
C 1.507 1.982 1.808
H 2.334 -3.251 -0.563
C -0.918 -0.572 2.356
H -1.349 -1.950 -1.332
H -1.218 3.358 -5.318
```

Its spin multiplicity is 1. The maximum force comes out at 2.9 eV Å⁻¹. For the total energy, the calculation gives -2459.08756 a.u. The value obtained for the energy above the lowest of the compared OMol25 structures with the same formula, charge and spin is 696.75 kJ/mol.

***

Molecular formula: C8H12F3N3O8PS2
Method: DFT, wB97M-V/def2-TZVPD

Structure (XYZ):
```
37
Properties=species:S:1:pos:R:3
H -3.160 -2.301 0.901
C 1.696 -1.548 2.944
H 0.667 0.194 0.135
H 2.661 1.572 -0.464
N -1.884 0.583 -4.040
O -3.789 2.081 -3.242
C 0.494 -0.782 2.703
H 2.719 -1.075 0.413
O 4.329 -0.235 1.453
O -1.777 -0.388 -0.352
C 3.387 -0.221 0.388
O -3.767 0.088 -5.692
S -2.376 1.875 -3.293
O -1.852 1.396 -6.455
H 0.692 1.864 0.551
O -1.645 2.112 -2.088
P -1.891 -0.640 1.069
F -1.620 -0.897 -5.899
C 0.829 0.662 2.295
N 2.630 -2.202 3.184
F 0.305 -2.052 0.699
H -0.012 -0.758 3.657
H 1.713 0.939 2.846
O -2.154 0.678 1.889
H -1.765 1.388 1.370
C 2.613 1.074 0.494
C -0.890 -2.738 2.459
C 1.131 0.909 0.797
C -0.393 -1.560 1.732
H 3.079 1.737 1.200
O -3.148 -1.514 1.450
F -1.867 3.061 -4.236
H 4.670 -1.120 1.564
H 0.072 1.340 2.632
N -1.243 -3.701 3.013
S -2.396 0.450 -5.534
H 3.941 -0.270 -0.540
```

The total charge is -1. Its spin multiplicity is 1. The maximum force comes out at 3.1 eV Å⁻¹. For the total energy, the calculation gives -2515.69618 a.u.

***

Molecular formula: C26H29N6O5S2Tc
Method: DFT, wB97M-V/def2-TZVPD

Structure (XYZ):
```
69
Properties=species:S:1:pos:R:3
H -0.250 2.577 4.929
N 2.353 -0.074 -0.147
H 4.648 1.259 -0.813
C 1.866 0.349 -2.521
C 2.253 0.792 -3.784
H 1.181 -4.409 2.123
N 0.100 -0.242 2.027
H 1.569 0.653 -4.610
C -0.076 -0.151 3.169
H -2.840 -4.765 3.509
H -3.541 -2.989 1.931
C 1.339 0.802 6.029
C -0.233 -3.059 1.224
H 1.585 -1.034 4.886
H -1.437 2.487 6.256
C -1.325 0.704 5.045
H 1.944 6.515 -0.395
S 0.289 -0.383 -2.335
C -1.569 -2.661 1.180
N 1.347 3.392 -1.034
H 2.962 -1.832 -1.109
C 0.154 -4.072 2.087
N 0.686 -2.439 0.266
Tc 0.082 -0.342 0.002
H 1.243 -2.895 -1.740
N 2.079 4.504 -1.082
C 3.956 1.124 -1.632
H -1.123 6.978 -0.448
C 4.321 1.592 -2.886
O -1.328 6.791 0.475
C -0.778 -4.670 2.924
O -2.002 3.230 -0.110
H 3.934 -1.430 0.305
H -0.417 -3.287 -1.323
H 2.953 4.493 -1.582
C 0.606 -3.288 -0.953
H 2.542 -3.380 0.721
C 2.078 -2.390 0.760
H 2.060 -2.053 1.797
O -0.586 1.511 -0.016
C -0.887 2.773 -0.153
H -2.041 1.001 4.280
H 3.927 0.770 1.016
C 0.796 -0.479 5.394
H 0.903 -4.314 -0.722
S -2.063 -1.318 0.162
C -2.507 -3.298 1.990
C 2.914 -1.450 -0.090
O -0.900 5.288 2.049
H 2.500 0.294 1.923
H 1.839 1.409 5.259
C -0.687 1.927 5.700
C 2.732 0.503 -1.438
C 1.485 5.543 -0.455
H 2.054 0.559 6.815
H -1.823 0.097 5.803
H 0.351 -1.107 6.169
C -2.110 -4.291 2.869
H 5.278 2.081 -3.010
H 3.763 1.764 -4.949
C 0.266 3.710 -0.357
H -0.457 -5.441 3.611
C 3.472 1.416 -3.968
C -0.701 5.708 0.947
C 2.837 0.733 0.987
N -0.264 -0.119 4.448
O 0.300 1.535 6.636
C 0.295 5.070 0.038
H 2.438 1.741 0.901
```

The total charge is +1. The expectation value of S² is 0.78. Its spin multiplicity is 2. The maximum force comes out at 2.4 eV Å⁻¹. For the total energy, the calculation gives -2589.88464 a.u.

***

Molecular formula: C47H71BCl4F5KLiN8O21S3
Method: DFT, wB97M-V/def2-TZVPD

Structure (XYZ):
```
162
Properties=species:S:1:pos:R:3
F 0.152 2.969 2.058
O -3.272 2.177 -4.300
N 2.376 -9.174 2.870
N -6.711 5.860 -4.115
H 2.620 -2.941 -1.300
H 1.572 -2.934 12.158
C 4.126 -2.309 2.708
C -5.099 4.673 -2.487
H -7.221 7.919 -2.176
C 0.325 -6.377 9.579
H 1.979 -2.890 3.852
C -0.797 -5.251 9.069
O 3.896 -6.781 3.232
O 1.988 6.090 -4.726
C 1.259 5.190 -5.111
C 1.524 -0.218 5.336
H -1.547 -5.130 9.990
K 3.204 5.527 -0.832
C 0.738 0.560 1.474
Li 4.056 -4.107 -1.765
H 2.385 -9.284 -2.023
O -1.088 0.316 -4.103
O -7.592 4.899 -3.641
C -0.713 -3.055 7.391
H 6.361 -8.817 0.934
C 1.689 -2.531 2.751
H 5.173 -0.488 1.775
N -0.977 0.094 -0.217
C -7.328 7.190 -4.266
H 0.865 -6.896 8.679
C -1.008 1.483 -4.452
C 0.924 7.565 -10.180
H 1.412 -3.504 2.166
H 0.705 5.491 -10.847
C -4.738 7.046 -3.099
C 1.387 -1.415 10.642
N 0.775 -0.881 9.677
Cl 2.830 10.040 -4.483
H -5.029 9.155 -3.352
S -1.531 8.022 -10.271
H 2.471 -0.773 -0.148
H 5.780 -11.042 0.031
B -0.200 3.470 -5.149
H -5.418 3.665 -2.775
H 2.432 -8.420 3.564
H 1.866 7.916 -10.611
C 0.453 -1.445 2.901
H 0.766 -2.850 5.663
C 1.048 4.797 -6.479
H -8.391 8.765 -3.184
H 2.222 -1.343 12.627
C 5.493 -8.928 0.288
H -0.465 -3.734 -1.660
C -8.442 7.107 -5.345
H 2.687 -10.055 3.295
O -1.637 -0.719 1.918
C 3.597 -7.948 -0.856
H 2.243 -1.107 5.074
F -0.416 3.010 -0.706
H 3.123 -2.372 11.486
C 1.117 2.130 1.251
F 1.672 4.053 -0.253
N 3.671 -11.636 -1.576
C -6.256 8.161 -4.822
H 0.199 -0.085 7.257
H -3.461 5.100 -4.606
O 0.528 4.416 -4.296
O -2.153 8.628 -11.427
O -1.648 3.607 -4.964
O -1.107 6.496 -10.662
Cl 0.224 11.295 -4.170
H 0.123 1.317 4.412
H -9.304 6.519 -5.006
F 2.517 2.486 1.696
H -5.630 4.956 -1.571
H 2.426 -3.911 -3.311
N 0.795 0.056 2.783
C -0.132 -3.780 8.756
C -1.464 -0.623 -1.293
C 4.710 -7.816 -0.025
S -2.569 -1.611 -2.195
H 1.353 -3.455 -0.008
C 4.039 -10.315 -1.052
H 0.340 6.715 -12.095
C 1.084 9.739 -4.291
N 5.025 -6.935 3.726
C -0.465 -1.567 1.514
F 1.755 1.922 -1.300
H -6.677 9.167 -4.953
N 1.546 -5.676 -2.232
H -1.051 -3.931 6.654
H -0.812 -0.558 5.690
H -0.345 -1.751 3.712
H 1.406 -9.272 2.549
O 1.566 5.304 -7.461
H -8.815 8.106 -5.603
H 6.430 -1.726 2.477
C 1.513 -2.726 -0.907
C 1.434 -1.137 -0.579
H -5.151 7.259 -2.105
H 2.992 -7.076 -1.096
H -2.373 -1.383 2.166
C 0.533 -2.271 6.667
H -4.032 4.600 -2.235
H -8.064 6.649 -6.267
H 0.619 -6.183 -2.239
O 5.191 -6.800 4.950
C -7.949 7.781 -2.980
H -3.654 6.947 -2.940
O 0.183 3.774 -6.531
C 3.256 -9.198 -1.376
H 2.980 -8.948 2.070
H 1.810 -5.488 -1.230
C -5.328 5.711 -3.623
H -1.661 -2.390 7.569
H -5.970 7.838 -5.831
H -4.894 4.270 -5.218
O -0.025 8.629 -10.127
Cl 0.804 8.789 -2.811
C 0.271 6.478 -11.028
H -0.338 -3.011 9.640
C 2.125 -2.058 11.805
C -2.101 2.415 -4.551
O 2.682 -11.708 -2.320
C 1.123 0.754 4.083
C 1.373 -4.378 -3.013
Cl 0.479 8.834 -5.702
H 0.925 -5.066 11.475
O 4.385 -3.559 3.100
C 5.161 -10.184 -0.224
H -8.754 7.149 -2.588
O 2.840 -1.782 2.232
H 4.968 -6.840 0.383
H -1.329 -5.744 8.137
C 0.208 -0.715 6.242
C 0.521 -3.249 -2.120
C 0.245 -0.622 0.395
O 4.368 -12.605 -1.240
H 2.065 -6.622 11.162
H -0.269 -7.238 10.145
H 0.218 -2.310 -2.762
C -4.986 8.261 -3.986
H -4.579 5.942 -5.682
H -4.132 8.412 -4.656
S -1.300 -3.174 1.091
H 1.538 -2.269 7.285
H -2.563 -2.915 0.499
H 1.943 1.586 4.013
O 5.988 -7.225 2.997
H 5.377 -0.541 3.655
O -2.146 8.004 -8.964
H 1.312 -0.575 -1.625
O 0.137 2.086 -4.803
C -4.522 5.232 -4.851
C 1.403 -5.774 10.664
H 2.160 -5.105 10.046
H 1.030 -3.950 8.580
C 5.397 -1.220 2.689
H 1.101 7.215 -9.158
H 0.794 -4.540 -4.020
H 2.145 0.467 6.093
C 1.002 2.696 -0.283
```

The total charge is +1. Its spin multiplicity is 1. The maximum force comes out at 10.2 eV Å⁻¹. For the total energy, the calculation gives -8017.46840 a.u.

***

Molecular formula: C4H11NO2
Method: DFT, wB97M-V/def2-TZVPD

Structure (XYZ):
```
18
Properties=species:S:1:pos:R:3
O -0.635 -0.903 -1.731
H -1.320 1.007 -1.791
H 0.300 -1.933 1.768
C -0.251 -0.160 1.327
C -0.145 0.727 0.041
H -0.356 1.756 0.376
H 1.452 1.351 -3.259
H 0.897 0.780 -0.295
O 0.922 0.992 -2.543
H -2.055 -0.032 -0.637
H 0.407 -1.888 0.186
C -1.073 0.238 -1.050
H 0.778 0.624 3.087
H 0.001 -0.438 -2.368
C 0.825 -0.013 2.218
H -1.218 0.144 1.761
H 1.739 -0.524 1.973
N -0.269 -1.729 0.935
```

Its spin multiplicity is 1. The maximum force comes out at 3.6 eV Å⁻¹. For the total energy, the calculation gives -363.98797 a.u. The value obtained for the energy above the lowest of the compared OMol25 structures with the same formula, charge and spin is 735.67 kJ/mol.

***

Molecular formula: C2HN5O
Method: DFT, wB97M-V/def2-TZVPD

Structure (XYZ):
```
9
Properties=species:S:1:pos:R:3
N -1.677 -0.238 -0.094
N 0.169 -1.337 0.190
N -1.138 -1.568 -0.042
C 0.462 -0.045 -0.050
N 1.723 0.209 -0.084
H -2.653 -0.178 -0.188
N 2.902 0.230 -0.009
O -1.198 1.892 0.074
C -0.730 0.708 0.029
```

Its spin multiplicity is 1. The maximum force comes out at 8.5 eV Å⁻¹. For the total energy, the calculation gives -425.69803 a.u. The value obtained for the energy above the lowest of the compared OMol25 structures with the same formula, charge and spin is 209.86 kJ/mol.